Molecular formula: C22H36NiO3P2
Method: DFT, the ωB97M-V functional and the def2-TZVPD basis

```
64
Properties=species:S:1:pos:R:3:forces:R:3
P -0.213 -0.922 -3.405 0.0 0.4 0.8
P 1.046 -2.858 -0.117 2.1 -0.4 2.2
C 1.089 -2.184 -2.996 0.2 -0.6 -0.6
C 0.887 -3.271 -1.925 -0.4 0.4 0.0
H 2.035 -1.646 -2.821 -0.4 0.0 0.0
H 1.227 -2.721 -3.940 0.3 -0.2 0.0
H -0.084 -3.780 -2.047 0.2 0.3 0.1
H 1.654 -4.053 -2.054 -0.1 0.2 0.1
C 2.790 -3.265 0.307 0.5 -0.6 -0.3
H 3.013 -2.935 1.333 -0.3 -0.1 -0.4
H 3.522 -2.773 -0.346 -0.3 -0.2 0.1
H 2.960 -4.346 0.255 0.0 0.1 -0.1
C 0.155 -4.179 0.728 -0.5 -0.3 -0.1
H 0.811 -5.056 0.805 -0.3 0.2 -0.1
H -0.747 -4.431 0.161 0.1 -0.1 0.3
H -0.126 -3.840 1.732 0.0 -0.2 -0.3
C 0.759 0.041 -4.594 -0.2 -0.3 -1.3
H 0.249 0.978 -4.833 0.0 -0.1 0.1
H 0.891 -0.521 -5.526 0.1 0.2 -0.1
H 1.755 0.304 -4.212 -0.4 -0.3 0.2
C -1.613 -1.768 -4.213 3.4 -1.1 -3.5
H -2.134 -2.431 -3.481 -0.2 -1.2 0.0
H -1.100 -2.334 -4.995 -1.2 -0.8 -0.3
H -2.236 -0.980 -4.689 -0.1 -0.1 -0.6
Ni -2.683 -0.975 -2.948 -1.4 3.4 3.2
C 0.953 -1.439 1.218 -3.6 1.0 -2.4
C 2.085 -0.570 1.288 0.4 -0.5 1.0
C 2.957 -0.258 0.181 0.7 1.3 -0.1
C 2.634 1.175 -0.329 0.6 0.2 0.2
C 1.739 1.258 -1.533 1.1 -0.5 -0.5
C 0.504 0.752 -1.654 -1.1 1.2 -0.3
C -0.316 -0.256 -0.813 1.6 -0.3 0.3
C -0.233 -0.467 0.693 -0.3 -0.1 0.1
C -3.198 0.777 -1.797 -0.1 -1.8 -0.8
H 0.626 -1.922 2.162 0.3 0.0 -0.6
H 1.983 0.203 2.048 0.2 -0.2 0.1
H 2.953 -0.924 -0.675 -0.3 -0.2 0.0
H 3.966 -0.313 0.618 0.2 0.3 -0.5
H 2.114 1.774 0.444 0.4 -0.3 -0.1
H 3.598 1.663 -0.541 -0.4 0.0 -0.1
H 2.306 1.708 -2.400 -1.5 0.2 0.8
H -0.125 1.226 -2.482 1.1 -0.7 1.3
H -0.201 -1.302 -1.178 0.7 0.4 0.1
H -1.320 -0.234 -1.213 -0.3 0.8 0.8
H -0.112 0.479 1.231 -0.5 -0.5 -0.1
H -1.236 -0.919 0.808 0.5 0.2 1.1
H -4.152 0.531 -1.302 0.3 0.5 -0.1
H -3.317 1.584 -2.522 -0.2 0.1 0.1
H -2.426 1.038 -1.065 -0.6 0.2 -0.1
O -3.180 1.816 4.353 -0.3 -0.9 -0.3
C -2.538 2.896 4.491 0.7 1.2 -0.1
C -2.886 3.870 5.506 0.5 -0.1 -0.4
C -2.173 5.054 5.641 -0.2 -0.6 -0.3
C -1.105 5.358 4.773 0.4 -0.1 -0.3
C -0.745 4.448 3.776 -0.3 0.7 0.8
C -1.419 3.249 3.625 -0.4 -0.4 0.1
C -0.951 2.352 2.539 -0.4 0.7 0.8
O -0.012 2.637 1.790 -0.5 -1.0 0.1
O -1.630 1.202 2.459 0.2 0.1 -0.4
H -2.390 1.217 3.147 0.0 0.5 0.4
H -3.726 3.618 6.150 0.2 0.1 -0.1
H -2.460 5.751 6.432 0.1 -0.1 -0.2
H -0.545 6.289 4.875 -0.2 -0.2 0.0
H 0.068 4.627 3.080 0.0 0.2 0.2
```
Positions in Å, forces in eV/Å.

Spin multiplicity ... 3
Expectation value of S² ... 2.013
Energy above the lowest of the compared OMol25 structures with the same formula, charge and spin ... 27.0 kcal/mol
LUMO (spin up / spin down) ... -0.967 / -0.990 eV
Net charge ... 0
Maximum force ... 4.99 eV/Å
HOMO level (spin up / spin down) ... -5.59 / -5.59 eV